[1]
{"formula": "C14H11N3O4PbSbSe4", "method": "wB97M-V/def2-TZVPD", "relative_energy_kcal_mol": 40.4, "charge": -1, "homo_energy_ev": -3.50, "elements": ["Pb", "Sb", "Se", "Se", "Se", "Se", "O", "O", "O", "O", "N", "N", "N", "C", "C", "C", "C", "C", "C", "C", "C", "C", "C", "C", "C", "C", "C", "H", "H", "H", "H", "H", "H", "H", "H", "H", "H", "H"], "xyz": [[1.0031, -1.4165, -1.0270], [3.2142, -3.7348, -2.6137], [5.5287, -3.1543, -2.7254], [1.8073, -1.8808, -3.6122], [2.4704, -3.4550, -0.1464], [2.4098, -5.8716, -3.3319], [-1.3179, -2.7613, -0.0903], [2.7617, 0.6421, 3.2894], [2.2301, 0.2323, 1.1883], [-2.7484, -3.4230, 1.4896], [-0.8457, 1.3733, -0.7870], [0.1433, -1.3866, 1.8690], [-2.4396, 2.9193, -1.0176], [-1.9861, 1.8090, -0.3533], [-1.4943, 3.2126, -1.9837], [-0.9325, -2.0870, 2.1937], [-1.6481, -2.7693, 1.0594], [-1.4053, -2.2034, 3.4975], [-0.3039, 4.1668, -3.7810], [-0.7055, -1.5581, 4.4991], [0.8053, -0.7529, 2.8285], [0.6064, 2.2112, -2.6645], [0.6895, 3.1840, -3.6389], [-0.5057, 2.2354, -1.8221], [0.4155, -0.8191, 4.1626], [-1.4144, 4.2010, -2.9601], [1.9901, 0.0661, 2.3420], [-2.1819, 4.9548, -3.0804], [1.5322, 3.1838, -4.3171], [2.5005, 0.3669, 4.1743], [-1.0292, -1.6279, 5.5288], [-2.5595, 1.3668, 0.4480], [-0.1995, 4.9109, -4.5602], [1.3628, 1.4424, -2.5697], [-2.2850, -2.7898, 3.7119], [-3.3099, 3.3926, -0.8607], [-3.1122, -3.8731, 0.7117], [0.9540, -0.3069, 4.9494]], "atomic_forces_ev_per_a": [[0.19, 0.06, -0.30], [0.04, -0.15, 0.09], [0.19, 0.04, -0.03], [-0.07, 0.07, 0.07], [-0.10, 0.11, 0.02], [-0.05, -0.12, -0.07], [-0.01, 0.09, 0.02], [-0.01, -0.01, 0.06], [-0.01, 0.05, 0.02], [0.01, -0.02, -0.03], [-0.14, 0.07, 0.14], [-0.12, 0.01, 0.09], [0.01, -0.01, -0.03], [-0.02, 0.08, -0.05], [-0.03, 0.01, 0.03], [-0.03, -0.02, 0.07], [-0.05, -0.16, 0.05], [0.06, 0.00, 0.02], [0.00, 0.00, 0.00], [-0.01, -0.01, -0.01], [0.04, -0.03, -0.03], [-0.02, 0.00, 0.00], [0.00, 0.01, -0.01], [0.08, -0.06, -0.06], [0.01, 0.01, 0.01], [0.01, 0.00, 0.00], [-0.01, -0.03, -0.03], [-0.01, 0.00, 0.00], [0.00, 0.00, 0.01], [0.05, -0.02, -0.05], [0.01, 0.01, 0.00], [0.02, 0.00, 0.01], [0.00, 0.00, 0.00], [0.00, 0.00, 0.00], [-0.01, 0.00, -0.02], [0.00, 0.00, 0.00], [0.00, 0.01, 0.01], [-0.02, 0.02, 0.00]], "nbo_charge": [0.9857, 1.1044, -0.7657, -0.8061, -0.8261, -0.7728, -0.5347, -0.6568, -0.4992, -0.6877, -0.4372, -0.3280, -0.5617, 0.2080, 0.1501, 0.0820, 0.7672, -0.1897, -0.2069, -0.1756, 0.0813, -0.1784, -0.2270, 0.0630, -0.2107, -0.2712, 0.7607, 0.2076, 0.2203, 0.4760, 0.2233, 0.1873, 0.2085, 0.2460, 0.2431, 0.4106, 0.5079, 0.2026]}


[2]
{"formula": "C14H12BN3O4S", "method": "wB97M-V/def2-TZVPD", "smiles": "O=[N+]([O-])c1ccc(NC(=S)Nc2ccc3c(c2)B(O)OC3)cc1", "charge": 0, "homo_energy_ev": -8.67, "elements": ["S", "O", "O", "O", "O", "N", "N", "N", "C", "C", "C", "C", "C", "C", "C", "C", "C", "C", "C", "C", "C", "C", "B", "H", "H", "H", "H", "H", "H", "H", "H", "H", "H", "H", "H"], "xyz": [[2.7882, -0.7722, 2.2290], [1.1485, 5.7926, 4.1390], [-1.4870, -3.5164, -4.8721], [-0.9799, 5.4676, 4.5443], [-1.1716, -5.2554, -3.2035], [0.2860, 0.0030, 1.7948], [0.1435, 5.0070, 4.2249], [1.3925, -1.4890, 0.1690], [0.2412, -2.8077, -1.4819], [0.2893, 1.2320, 2.4902], [-0.4513, -2.8447, -2.6848], [-0.4236, -0.4963, -2.9086], [-1.4478, -2.0678, -4.7521], [0.4772, -1.5262, -0.9651], [0.2425, 3.7450, 3.6170], [0.0838, -0.3722, -1.6636], [-0.9365, 3.0215, 3.6173], [1.4013, -0.7699, 1.3232], [1.4075, 3.2320, 3.0143], [1.4836, 2.0237, 2.4077], [-0.8775, 1.7838, 3.0241], [-0.7992, -1.7229, -3.3869], [-0.9621, -3.9688, -3.6360], [-0.4919, 0.3891, -3.7101], [0.7664, -3.6508, -1.0257], [-2.4682, -1.7008, -4.9372], [-0.6397, -0.2236, 1.3486], [0.5177, 0.5586, -1.3081], [-0.8431, -1.6200, -5.5418], [-1.9225, -5.4887, -3.7285], [-1.8323, 1.1955, 2.9492], [2.2389, -2.1123, 0.0637], [2.3040, 3.8224, 2.9283], [2.4067, 1.7469, 1.9424], [-1.8845, 3.3848, 3.9791]], "atomic_forces_ev_per_a": [[0.19, -0.39, 0.10], [-1.96, -2.44, 0.75], [1.00, 0.84, 2.04], [2.03, -1.52, 0.07], [0.53, 0.96, -0.21], [-1.36, -1.82, -2.21], [0.65, 5.71, -1.02], [-0.37, -0.35, -0.58], [0.39, 1.27, 0.05], [1.88, 0.32, -1.40], [-0.03, -1.52, -0.94], [-1.23, 2.91, -3.45], [0.22, 0.27, 0.05], [0.48, -1.03, 0.78], [-0.47, -1.55, 0.21], [1.93, 0.15, 1.35], [0.63, -0.51, -0.60], [0.00, 1.47, 1.22], [0.42, 1.63, 0.38], [-2.22, -0.51, 1.00], [-1.25, -2.06, -0.48], [-0.68, -0.26, -0.97], [-0.54, -0.84, 0.31], [0.03, -1.60, 2.36], [-0.65, 0.03, -0.13], [0.23, -0.01, 0.56], [1.41, 0.24, 0.65], [-0.40, 0.08, -0.03], [0.16, -0.26, -0.18], [-0.80, -1.25, -0.62], [1.12, 0.47, 0.12], [-1.44, 1.20, 0.42], [-0.08, 0.54, 0.39], [-0.06, -0.40, -0.17], [0.22, 0.22, 0.19]], "nbo_charge": [-0.2049, -0.3921, -0.6798, -0.3823, -0.8590, -0.6174, 0.4755, -0.6063, -0.1946, 0.2152, -0.3182, -0.1663, -0.0781, 0.1235, 0.0493, -0.2418, -0.1510, 0.2878, -0.1677, -0.2354, -0.2704, -0.0502, 1.0818, 0.2211, 0.2286, 0.2011, 0.4039, 0.2330, 0.1930, 0.4904, 0.2197, 0.4392, 0.2426, 0.2532, 0.2568]}


[3]
{"formula": "C14H12Br2N2O4Sn", "method": "wB97M-V/def2-TZVPD", "charge": 2, "homo_energy_ev": -14.91, "elements": ["Sn", "Br", "Br", "O", "O", "O", "O", "N", "N", "C", "C", "C", "C", "C", "C", "C", "C", "C", "C", "C", "C", "C", "C", "H", "H", "H", "H", "H", "H", "H", "H", "H", "H", "H", "H"], "xyz": [[-1.4128, 4.5431, -0.7863], [-0.7402, -5.5665, 0.4597], [-0.8900, 0.3267, -3.8685], [2.3117, -0.9547, 2.2306], [-1.8370, 2.5709, -1.9097], [-1.1981, -3.0315, 1.3204], [2.0429, -3.8536, -1.1101], [1.7877, -2.8724, 1.0042], [0.5759, 3.8628, 1.1064], [-0.5921, 2.1826, -1.2358], [0.3823, -1.3987, -2.0656], [-0.1677, -0.1340, -2.1955], [-0.3907, -3.9047, 1.3012], [1.1395, 2.7264, 0.9579], [-0.1281, 0.7735, -1.1303], [0.4869, 0.4419, 0.1013], [1.6416, -2.9745, -0.4244], [0.9853, -1.7017, -0.8663], [1.0595, -0.8054, 0.1787], [-2.9886, 2.3218, -1.0766], [0.9957, -3.7288, 1.8909], [0.4951, 1.4096, 1.2740], [1.7769, -1.4798, 1.3009], [2.1462, 2.6933, 0.5499], [-2.8977, 3.0866, -0.2147], [1.4838, -4.6664, 2.1249], [0.3482, -2.1131, -2.8730], [1.0068, 0.9323, 2.1105], [-3.0291, 1.3250, -0.6526], [-0.5249, 1.6049, 1.6161], [0.1953, 2.8000, -1.6977], [-0.7028, 2.5086, -0.1947], [0.8493, -3.1935, 2.8252], [-3.8872, 2.5362, -1.6427], [-0.3238, 3.7332, 1.5915]], "atomic_forces_ev_per_a": [[0.88, 0.60, -0.11], [0.00, -0.22, -0.04], [-0.06, 0.11, 0.02], [-0.37, 0.10, 0.45], [0.04, 0.15, 0.35], [-0.04, 0.30, -0.11], [-0.28, -0.36, -0.11], [0.02, 0.78, -0.38], [-0.61, 0.59, -0.61], [-0.16, -0.04, -0.44], [0.19, -0.20, 0.11], [0.10, 0.21, -0.02], [-0.27, -0.03, 0.06], [0.24, -0.37, 0.37], [-0.17, -0.36, 0.12], [0.01, 0.28, -0.31], [0.07, -0.18, 0.28], [0.00, 0.13, -0.24], [0.02, 0.12, -0.04], [0.25, 0.59, 0.08], [0.44, -0.38, 0.43], [0.01, -0.06, 0.15], [-0.04, -0.36, 0.03], [0.09, 0.13, -0.16], [-0.76, -0.97, 0.00], [0.12, -0.15, -0.27], [0.01, -0.07, -0.11], [0.25, -0.04, 0.05], [0.24, -0.14, 0.14], [-0.15, -0.09, 0.08], [0.01, 0.01, -0.35], [-0.23, -0.16, 0.17], [0.13, 0.09, 0.13], [-0.05, 0.10, -0.12], [0.07, -0.12, 0.38]], "nbo_charge": [1.7247, 0.0863, 0.1641, -0.4897, -0.5776, -0.5200, -0.4217, -0.4775, -0.7143, -0.1830, -0.1628, -0.0377, 0.4663, 0.2465, -0.1823, 0.1282, 0.6654, -0.0515, -0.1440, -0.2342, -0.3219, -0.5689, 0.6940, 0.2279, 0.0720, 0.2561, 0.2766, 0.3334, 0.2706, 0.2166, 0.2322, 0.1791, 0.2534, 0.2731, 0.3204]}


| no. | gap between HOMO and LUMO (eV) |
| --- | --- |
| 1 | 4.53 |
| 2 | 7.73 |
| 3 | 4.39 |